# 1
C3H10N3 | wB97M-V/def2-TZVPD

Each line ends with the natural charge from an NBO analysis.
Element x y z (Å)
C  1.64  0.57  -1.02  -0.20
C  1.68  -0.81  -1.03  0.13
N  0.67  -1.54  -1.63  -0.53
H  0.88  1.04  -1.64  0.23
H  2.49  1.19  -0.75  0.28
H  2.47  -1.41  -0.59  0.27
H  -0.16  -0.94  -1.73  0.40
H  0.35  -2.24  -0.94  0.43
N  -0.14  0.32  1.53  -0.73
C  -1.44  0.21  1.36  0.40
N  -2.19  0.97  0.60  -0.69
H  0.46  0.77  0.84  0.41
H  0.29  -0.17  2.31  0.46
H  -1.94  -0.58  1.91  0.25
H  -3.19  0.80  0.62  0.46
H  -1.86  1.82  0.17  0.44

Calculated values
- expectation value of S² = 0.766
- LUMO energy (alpha / beta) (eV) = -8.5994 / -12.3785
- ΔE to the lowest compared entry with this formula, charge and spin (eV) = 0.927
- gap between HOMO and LUMO (alpha / beta) (eV) = 11.496 / 7.763
- total charge = +2
- multiplicity = 2
- E_HOMO (alpha / beta) (eV) = -20.095 / -20.141
- largest force on an atom (eV/A) = 4.3

=====

# 2
C4H10O | wB97M-V/def2-TZVPD

Each line ends with the natural charge from an NBO analysis.
Element x y z (Å)
C  -2.19  0.05  -0.24  -0.62
C  -0.80  0.40  0.29  -0.40
C  0.30  -0.61  0.00  -0.41
C  1.63  0.11  0.04  -0.05
O  2.67  -0.83  -0.08  -0.72
H  -2.27  -0.90  -0.79  0.21
H  -3.01  0.09  0.48  0.21
H  -2.32  0.85  -0.95  0.21
H  -0.51  1.33  -0.23  0.19
H  -0.83  0.67  1.35  0.20
H  0.16  -1.04  -1.00  0.20
H  0.30  -1.45  0.70  0.21
H  1.66  0.85  -0.78  0.15
H  1.70  0.68  0.99  0.15
H  3.50  -0.35  -0.14  0.47

Calculated values
- LUMO energy (eV) = 0.9958
- ΔE to the lowest compared entry with this formula, charge and spin (eV) = 0.643
- gap between HOMO and LUMO (eV) = 11.289
- total charge = 0
- E_HOMO (eV) = -10.293
- largest force on an atom (eV/A) = 1.0

=====

# 3
C66H122Cl3N11O10 | wB97M-V/def2-TZVPD

Each line ends with the Löwdin charge.
Element x y z (Å)
C  5.06  2.05  -3.35  0.06
N  4.06  0.99  -3.71  -0.06
C  3.67  0.06  -2.80  -0.02
C  2.98  -1.03  -3.19  0.01
C  2.89  -1.40  -4.57  -0.08
C  3.27  -0.41  -5.50  0.08
C  3.91  0.72  -5.02  0.00
C  2.42  -2.73  -5.06  -0.14
C  1.91  -3.00  -6.33  0.06
C  1.62  -4.35  -6.70  0.08
N  1.97  -5.38  -5.87  -0.05
C  2.40  -5.17  -4.60  0.03
C  2.66  -3.84  -4.19  0.05
C  1.59  -6.78  -6.27  0.07
H  4.82  3.09  -3.60  0.10
H  5.96  1.82  -3.92  0.12
H  5.40  1.89  -2.33  0.11
H  3.73  0.32  -1.76  0.14
H  2.57  -1.68  -2.43  0.11
H  3.09  -0.59  -6.55  0.14
H  4.22  1.56  -5.62  0.14
H  1.57  -2.19  -6.96  0.13
H  1.18  -4.71  -7.63  0.16
H  2.51  -5.99  -3.90  0.05
H  3.12  -3.69  -3.23  0.10
H  2.26  -7.06  -7.08  0.13
H  0.52  -6.67  -6.48  0.12
H  1.81  -7.46  -5.45  0.06
C  -3.98  3.04  -0.93  0.04
N  -4.37  1.66  -0.55  -0.09
C  -4.47  0.80  -1.51  0.03
C  -4.63  -0.56  -1.18  0.04
C  -4.86  -0.97  0.06  -0.15
C  -4.79  -0.02  1.08  0.06
C  -4.52  1.31  0.76  0.03
C  -5.11  -2.42  0.33  -0.12
C  -4.81  -3.06  1.54  0.01
C  -5.14  -4.38  1.80  0.04
N  -5.62  -5.12  0.77  -0.03
C  -5.84  -4.55  -0.43  0.01
C  -5.60  -3.23  -0.74  0.06
C  -5.98  -6.57  0.94  0.06
H  -2.89  3.09  -1.01  0.07
H  -4.29  3.72  -0.14  0.11
H  -4.51  3.32  -1.84  0.13
H  -4.20  1.12  -2.51  0.16
H  -4.75  -1.21  -2.04  0.14
H  -5.00  -0.31  2.10  0.14
H  -4.38  2.11  1.46  0.15
H  -4.37  -2.45  2.31  0.10
H  -4.97  -4.94  2.71  0.13
H  -6.33  -5.13  -1.20  0.10
H  -6.02  -2.80  -1.63  0.14
H  -5.59  -6.89  1.90  0.06
H  -5.53  -7.15  0.13  0.11
H  -7.06  -6.67  0.95  0.13
C  -2.11  -7.28  -1.46  -0.05
N  -1.79  -5.88  -1.22  -0.05
C  -2.13  -5.01  -2.19  0.02
C  -1.99  -3.62  -1.96  0.03
C  -1.37  -3.16  -0.82  -0.20
C  -0.98  -4.10  0.15  0.03
C  -1.25  -5.48  -0.03  0.01
C  -1.13  -1.73  -0.67  -0.13
C  -0.53  -0.92  -1.65  0.04
C  -0.22  0.41  -1.47  -0.02
N  -0.55  1.04  -0.36  -0.12
C  -1.02  0.36  0.71  0.01
C  -1.35  -1.06  0.58  0.08
C  -0.27  2.44  -0.19  0.00
H  -1.53  -7.87  -0.75  0.08
H  -1.97  -7.46  -2.53  0.07
H  -3.15  -7.32  -1.15  0.09
H  -2.61  -5.37  -3.09  0.08
H  -2.34  -2.99  -2.77  0.13
H  -0.51  -3.87  1.09  0.09
H  -1.22  -6.18  0.78  0.03
H  -0.36  -1.39  -2.61  0.13
H  0.27  1.00  -2.23  0.14
H  -0.92  0.76  1.71  0.12
H  -1.73  -1.67  1.39  0.11
H  -1.17  2.78  0.31  0.09
H  -0.22  2.96  -1.15  0.10
H  0.62  2.55  0.44  0.11
C  1.01  -3.92  3.83  -0.07
O  -0.13  -4.41  4.60  -0.20
C  -1.39  -4.51  3.83  -0.15
C  -2.53  -4.83  4.89  -0.02
N  -2.55  -3.76  6.01  0.06
H  -1.77  -3.93  6.64  0.16
H  -2.33  -2.85  5.64  0.15
C  -3.92  -3.68  6.71  -0.06
C  -3.81  -2.59  7.82  -0.20
O  -2.63  -2.64  8.60  -0.22
C  -2.57  -3.48  9.77  -0.03
H  1.97  -3.71  4.31  0.10
H  0.73  -2.97  3.37  0.04
H  1.14  -4.61  2.99  0.06
H  -1.24  -5.22  3.02  0.07
H  -1.50  -3.54  3.33  0.08
H  -2.29  -5.69  5.51  0.15
H  -3.52  -4.79  4.45  0.10
H  -4.00  -4.65  7.22  0.14
H  -4.84  -3.58  6.14  0.14
H  -4.67  -2.77  8.47  0.14
H  -3.92  -1.57  7.46  0.12
H  -3.09  -3.04  10.62  0.11
H  -1.50  -3.63  9.92  0.10
H  -3.10  -4.39  9.49  0.09
C  -0.78  12.28  1.36  -0.05
O  -1.07  11.18  0.48  -0.19
C  -2.43  10.64  0.50  -0.20
C  -2.62  9.47  -0.37  -0.07
N  -1.51  8.40  -0.14  0.07
H  -1.46  7.78  -0.94  0.15
H  -0.59  8.81  -0.24  0.15
C  -1.63  7.54  1.13  -0.03
C  -0.54  6.42  1.21  -0.20
O  0.72  6.93  0.82  -0.16
C  1.55  5.88  0.44  -0.11
H  0.06  12.86  0.99  0.11
H  -0.67  11.89  2.37  0.10
H  -1.55  13.05  1.36  0.10
H  -3.25  11.32  0.25  0.16
H  -2.71  10.32  1.51  0.13
H  -2.37  9.84  -1.36  0.14
H  -3.58  8.97  -0.50  0.15
H  -2.66  7.20  1.13  0.14
H  -1.41  8.25  1.94  0.14
H  -0.82  5.77  0.39  0.10
H  -0.55  5.95  2.20  0.12
H  2.30  6.42  -0.13  0.11
H  1.13  5.14  -0.24  0.05
H  2.00  5.31  1.26  0.08
C  2.10  3.36  -6.10  -0.11
O  2.37  4.20  -5.06  -0.19
C  1.28  4.56  -4.22  -0.20
C  1.61  5.78  -3.40  -0.09
N  1.14  7.06  -4.11  0.09
H  0.13  6.99  -4.07  0.17
H  1.39  7.87  -3.56  0.17
C  1.91  7.25  -5.41  -0.06
C  1.84  8.69  -5.94  -0.19
O  0.53  9.18  -5.76  -0.20
C  0.34  10.41  -6.40  -0.07
H  1.58  2.48  -5.70  0.09
H  2.98  3.16  -6.70  0.11
H  1.39  3.86  -6.76  0.11
H  0.99  3.71  -3.60  0.11
H  0.37  4.84  -4.75  0.14
H  2.67  5.89  -3.17  0.15
H  1.22  5.80  -2.38  0.10
H  1.61  6.53  -6.17  0.14
H  2.95  7.10  -5.14  0.15
H  2.06  8.73  -7.00  0.15
H  2.56  9.26  -5.37  0.14
H  0.78  10.29  -7.39  0.10
H  0.88  11.22  -5.91  0.11
H  -0.71  10.66  -6.57  0.11
C  1.33  -0.21  3.31  -0.14
O  1.60  1.06  2.87  -0.20
C  0.82  2.07  3.59  -0.19
C  1.29  2.39  5.00  -0.05
N  2.82  2.60  5.02  0.13
H  3.14  3.14  5.81  0.18
H  3.12  1.65  5.19  0.17
C  3.58  3.30  3.83  -0.04
C  3.41  4.81  3.80  -0.16
O  1.98  5.03  3.97  -0.26
C  1.39  6.39  4.09  -0.02
H  0.49  -0.62  2.76  0.06
H  1.13  -0.23  4.38  0.10
H  2.23  -0.82  3.26  0.11
H  -0.21  1.74  3.69  0.12
H  0.85  2.90  2.88  0.11
H  1.01  1.55  5.63  0.14
H  0.87  3.30  5.43  0.14
H  3.23  2.87  2.89  0.11
H  4.66  3.16  3.87  0.15
H  3.65  5.14  2.79  0.12
H  3.98  5.45  4.47  0.15
H  1.70  6.82  5.05  0.11
H  0.30  6.47  4.03  0.08
H  1.80  7.05  3.32  0.09
C  1.35  -7.98  3.46  -0.08
O  2.23  -8.24  2.42  -0.14
C  1.79  -7.75  1.22  -0.24
C  3.00  -7.16  0.50  -0.08
N  3.52  -5.98  1.27  0.07
H  2.99  -5.14  1.10  0.15
H  3.41  -6.09  2.27  0.16
C  4.93  -5.46  1.02  -0.06
C  5.33  -5.43  -0.47  -0.21
O  5.42  -6.74  -0.95  -0.18
C  5.13  -6.95  -2.34  -0.05
H  0.47  -8.56  3.19  0.09
H  0.96  -6.96  3.45  0.06
H  1.75  -8.30  4.42  0.12
H  0.97  -7.02  1.22  0.10
H  1.33  -8.51  0.59  0.14
H  2.67  -6.79  -0.47  0.09
H  3.70  -7.99  0.42  0.16
H  5.66  -6.07  1.56  0.15
H  4.97  -4.54  1.61  0.13
H  6.28  -4.89  -0.51  0.14
H  4.58  -4.87  -1.03  0.10
H  4.11  -6.69  -2.63  0.05
H  5.30  -7.97  -2.69  0.12
H  5.87  -6.37  -2.89  0.10
Cl  0.86  -8.03  -2.76  -0.39
Cl  -5.14  -6.45  -3.52  -0.34
Cl  -2.77  -7.85  2.25  -0.42

Calculated values
- LUMO energy (eV) = -17.4792
- gap between HOMO and LUMO (eV) = 2.344
- total charge = +8
- E_HOMO (eV) = -19.823
- largest force on an atom (eV/A) = 4.7

=====

# 4
H26O13 | wB97M-V/def2-TZVPD

Each line ends with the natural charge from an NBO analysis.
Element x y z (Å)
O  -1.97  -1.47  -2.29  -0.91
H  -1.49  -2.13  -1.91  0.47
H  -2.24  -2.01  -3.02  0.47
O  0.17  0.33  -0.44  -0.91
H  -0.63  0.79  -0.09  0.48
H  0.75  -0.08  0.22  0.45
O  2.03  1.63  -1.81  -1.00
H  2.65  1.86  -2.43  0.48
H  1.09  1.65  -1.96  0.52
O  -3.80  -0.50  -0.65  -0.95
H  -3.33  -1.00  -1.35  0.48
H  -3.34  0.27  -0.69  0.45
O  2.50  1.74  1.74  -0.98
H  1.49  1.95  1.68  0.48
H  2.99  2.39  2.12  0.46
O  -2.58  -2.33  1.29  -0.99
H  -1.77  -2.22  1.78  0.48
H  -2.66  -1.65  0.57  0.48
O  0.13  2.66  0.98  -0.98
H  -0.63  2.28  1.56  0.52
H  0.61  3.30  1.53  0.50
O  -1.45  0.90  2.90  -0.96
H  -1.09  0.19  2.49  0.47
H  -1.68  0.60  3.76  0.49
O  3.13  -1.10  -1.15  -0.96
H  3.27  -1.42  -2.00  0.47
H  2.79  -0.27  -1.21  0.48
O  1.11  -1.84  -3.99  -0.95
H  0.77  -1.08  -3.36  0.49
H  0.65  -2.67  -3.60  0.46
O  0.11  -1.80  1.52  -0.95
H  0.23  -1.03  0.87  0.44
H  0.44  -2.64  1.12  0.49
O  1.13  -0.90  3.52  -0.95
H  1.73  -0.53  2.91  0.49
H  1.37  -1.50  4.07  0.46
O  -0.73  2.19  -1.74  -0.96
H  -0.72  2.43  -0.79  0.49
H  -1.05  3.02  -2.17  0.48

Calculated values
- LUMO energy (eV) = -0.0846
- ΔE to the lowest compared entry with this formula, charge and spin (eV) = 5.540
- gap between HOMO and LUMO (eV) = 10.184
- total charge = 0
- E_HOMO (eV) = -10.268
- largest force on an atom (eV/A) = 8.6